Formula: C6H14NO
Source: the OMol25 dataset
Level of theory: the ωB97M-V functional and the def2-TZVPD basis

Last column: Mulliken charge in e.
Positions of all 22 atoms, in Å:
1 C 0.869680 -1.781514 2.125330  -0.12
2 C -1.230589 1.124300 0.662616  -0.84
3 N -0.519570 0.488566 -0.452874  0.29
4 H 0.164072 -2.537040 1.627170  0.27
5 H -2.462776 0.058164 -1.224443  0.38
6 C 0.666456 -0.176813 0.015545  0.02
7 H 1.969338 -0.222035 -1.784792  0.27
8 H 2.555474 -1.098742 -0.445660  0.23
9 C -0.196458 1.679054 -1.389758  -0.90
10 H -1.209436 -0.591846 -2.224304  0.32
11 H 0.431078 2.420749 -0.822801  0.35
12 H -1.339750 -1.490770 -0.625272  0.29
13 H -1.859841 1.887855 0.183304  0.38
14 H 0.552780 -1.155324 2.928821  0.30
15 C 1.733567 -0.448080 -0.745547  -0.98
16 H -1.224950 2.252070 -1.421151  0.36
17 O 2.129388 -2.021302 2.034800  -0.35
18 H -0.494693 1.599737 1.420286  0.30
19 H 0.180717 1.410724 -2.337519  0.37
20 H -1.848975 0.254041 1.095796  0.37
21 C -1.459949 -0.453339 -1.143243  -0.74
22 H 2.594435 -1.198453 2.523695  0.44

Forces on atoms 1 to 3 (eV/Å):
C -1.67 -0.63 -2.56
C -0.60 -0.68 2.04
N 0.62 1.87 -2.07

Its charge is +1. The energy above the lowest of the compared OMol25 structures with the same formula, charge and spin comes out at 134.66 kcal/mol. The multiplicity is 1. The calculation puts the HOMO-LUMO gap (alpha / beta) at 8.30 / 8.29 eV. The maximum force is 3.972 eV/Å. The electronic energy is -366.55265 hartree.

---

Formula: C6H14NO
Source: the OMol25 dataset
Level of theory: the ωB97M-V functional and the def2-TZVPD basis

Last column: Mulliken charge in e.
Positions of all 22 atoms, in Å:
1 H 2.990072 2.191695 -3.956117  0.24
2 H 0.762662 1.086240 0.660176  0.34
3 C -1.616371 -0.159139 -0.381558  0.18
4 H 0.252904 -1.657125 0.626015  0.33
5 H -0.313110 -2.545563 2.673304  0.34
6 H 1.364225 -0.914053 1.763385  0.40
7 N 3.046796 1.230639 -3.614150  -0.70
8 C -1.349575 0.872742 0.653722  -0.55
9 H -2.684555 -0.218868 -0.584777  0.36
10 H 2.305943 1.140930 -2.925775  0.26
11 H -2.138793 0.775758 1.410652  0.36
12 H 2.733817 0.664809 -4.393991  0.25
13 H -0.635783 -1.057357 3.576023  0.34
14 H 0.129494 1.054669 2.319292  0.47
15 C -0.606206 -1.494323 2.577883  -1.05
16 H -1.631501 -1.517958 2.174537  0.28
17 C -0.732810 -0.293191 -1.547529  -0.12
18 C 0.004738 0.661494 1.314477  -0.72
19 C 0.325303 -0.920064 1.430591  -0.54
20 O 0.332887 0.259194 -1.640685  -0.28
21 H -1.481022 1.861308 0.169452  0.38
22 H -1.059117 -1.021836 -2.304926  0.43

Forces on atoms 1 to 3 (eV/Å):
H 0.15 -0.21 0.16
H 0.17 0.23 0.24
C -1.02 5.12 0.64

Its charge is +1. The energy above the lowest of the compared OMol25 structures with the same formula, charge and spin comes out at 120.99 kcal/mol. The multiplicity is 1. The calculation puts the HOMO-LUMO gap at 3.49 eV. The maximum force is 5.264 eV/Å. The electronic energy is -366.57443 hartree.

---

Formula: C6H14NO
Source: the OMol25 dataset
Level of theory: the ωB97M-V functional and the def2-TZVPD basis

Last column: Mulliken charge in e.
Positions of all 22 atoms, in Å:
1 H -1.078854 1.880652 1.144617  0.33
2 C 0.197863 -1.973630 -0.301131  -0.13
3 O 0.391455 0.995646 2.115696  -0.61
4 C -0.759236 1.465835 -0.948451  -0.36
5 H -0.655457 -2.463402 -0.782969  0.24
6 H -2.435798 2.006042 0.381452  0.38
7 C 0.557687 -0.646438 -0.840550  1.37
8 N -1.510656 1.434244 0.374348  -0.28
9 H -0.011902 0.254813 2.550375  0.33
10 H 1.823896 -2.129479 0.907256  0.16
11 H 0.650935 -3.583538 1.002006  0.29
12 C 1.709403 -0.063104 -0.495947  -1.34
13 H -1.657563 -0.599004 -1.643756  0.34
14 H -0.482894 -0.017531 -2.679161  0.40
15 H 0.277536 1.748412 -0.769608  0.17
16 H -1.259556 2.305910 -1.613608  0.35
17 C 0.941394 -2.633260 0.556638  -0.85
18 H 2.454377 -0.652402 0.047076  0.21
19 C -0.590269 -0.007937 -1.538607  -1.04
20 H 0.842548 1.474924 2.864456  0.30
21 H -1.537976 0.402814 0.533197  0.35
22 H 2.133072 0.800436 -0.863338  0.40

Forces on atoms 1 to 3 (eV/Å):
H 1.79 0.07 1.05
C -0.24 -0.61 -1.14
O 0.96 1.52 1.24

Its charge is +1. The energy above the lowest of the compared OMol25 structures with the same formula, charge and spin comes out at 61.98 kcal/mol. The multiplicity is 1. The calculation puts the HOMO-LUMO gap at 8.87 eV. The maximum force is 4.089 eV/Å. The electronic energy is -366.66846 hartree.

---

Which value of energy above the lowest of the compared OMol25 structures with the same formula, charge and spin does entry 1 give? 134.66 kcal/mol